--- 1 ---
The following is a DFT calculation (wB97M-V/def2-TZVPD) of a molecular structure, CH2N2OS2.

Structure (XYZ):
```
8
CH2N2OS2 (wB97M-V/def2-TZVPD)
C -0.99927 -1.31742 0.07832
N 0.06076 -1.47067 0.49806
N -0.70953 1.09538 -0.37080
O 2.99526 -0.01989 0.25434
S 0.53433 1.41190 0.45281
S 1.69141 -0.00662 -0.40220
H -1.97760 -1.29306 -0.39721
H -1.59537 1.60038 -0.11333
```



--- 2 ---
The following is a DFT calculation (wB97M-V/def2-TZVPD) of 2 unconnected molecules or ions with the total composition CH2N2OS2.

Structure (XYZ):
```
8
CH2N2OS2 (wB97M-V/def2-TZVPD)
C -1.24906 3.12860 -0.22261
N -0.84085 4.11699 -0.59914
N -0.09928 0.32864 0.18924
O -2.16980 0.04074 1.68277
S 0.29174 0.36248 3.25252
S -0.98462 0.83590 1.65996
H 0.01516 1.19086 -0.40115
H -0.67311 -0.26278 -0.41998
```



If we sort the structures by their calculated energies, the order from most to least stable is 1, 2.



--- 1 ---
140
Properties=species:S:1:pos:R:3 method="wB97M-V/def2-TZVPD" smiles=COCCNCCOC.COCCNCCOC.COCCNCCOC.COCCNCCOC.COCCNCCOC.OCCO.OCCO
C -8.06894 0.28186 1.07723
O -8.01704 1.60179 1.69347
C -8.63889 1.54412 2.98144
C -8.71335 2.97241 3.61575
N -7.37785 3.46399 3.90471
C -7.32560 4.75660 4.56801
C -7.59494 6.04683 3.71873
O -6.82932 5.95942 2.46595
C -7.00044 6.99468 1.58621
H -7.73542 -0.60069 1.62308
H -7.31831 0.38496 0.29364
H -8.94660 -0.06852 0.53406
H -7.90516 0.97534 3.55261
H -9.59549 1.05874 3.17491
H -9.39749 3.03796 4.46177
H -9.10075 3.71473 2.91791
H -6.84354 3.57428 3.05474
H -6.28378 4.86591 4.86924
H -7.88154 4.85786 5.50009
H -7.26077 6.89426 4.31731
H -8.67289 6.12487 3.57724
H -6.50630 7.94496 1.78840
H -8.04937 7.19056 1.36376
H -6.53816 6.68524 0.64884
C 4.99982 -2.18673 0.29636
O 5.64425 -2.76068 1.40181
C 6.79515 -3.46839 1.10305
C 7.63818 -3.76460 2.33557
N 7.16407 -4.97191 3.09970
C 7.85492 -5.36058 4.34493
C 7.88561 -4.25155 5.34723
O 8.83238 -4.59554 6.29139
C 8.69528 -4.11890 7.58009
H 3.97933 -2.05087 0.65447
H 4.85004 -2.74016 -0.63067
H 5.37063 -1.17874 0.11044
H 7.35440 -3.05047 0.26598
H 6.50233 -4.45870 0.75428
H 7.84471 -2.92796 3.00300
H 8.61673 -4.05921 1.95642
H 6.23394 -4.67111 3.35364
H 8.89630 -5.55393 4.08757
H 7.39160 -6.22043 4.82876
H 6.96206 -4.06239 5.89437
H 8.24183 -3.27623 5.01562
H 7.73966 -4.42119 8.00846
H 8.84877 -3.03976 7.57641
H 9.54285 -4.50891 8.14366
C -4.26564 -1.75131 -7.89523
O -3.43472 -0.82187 -7.21376
C -2.02406 -1.00822 -7.42483
C -1.14103 0.10998 -6.82933
N -1.05686 -0.10985 -5.41922
C -0.34047 0.98363 -4.73064
C -1.37204 2.20487 -4.38191
O -1.62304 3.00428 -5.51032
C -0.51605 3.90836 -5.88967
H -4.27305 -2.75291 -7.46530
H -4.29517 -1.83467 -8.98164
H -5.23615 -1.26176 -7.81417
H -1.79577 -1.10734 -8.48604
H -1.79260 -2.02982 -7.12339
H -1.51772 1.11124 -7.03832
H -0.19766 -0.04538 -7.35279
H -1.96949 -0.20242 -4.99653
H 0.54720 1.22233 -5.31644
H -0.05907 0.54821 -3.77183
H -0.88311 2.83222 -3.63661
H -2.42177 1.98431 -4.18820
H -0.35992 4.58314 -5.04801
H -0.86009 4.70087 -6.55426
H 0.36813 3.36837 -6.22840
C -3.79022 1.51033 0.43604
O -3.10415 0.98752 -0.77074
C -1.69851 0.83546 -0.74656
C -1.33801 -0.42034 0.16703
N 0.01764 -0.70769 -0.01562
C 0.36685 -2.07307 -0.32011
C 0.13441 -2.38830 -1.78290
O 1.26812 -2.06761 -2.60414
C 1.21813 -2.35178 -3.99608
H -3.95938 0.66024 1.09699
H -4.77540 1.92628 0.22507
H -3.23176 2.29516 0.94620
H -1.22241 1.74612 -0.38308
H -1.33248 0.75908 -1.77042
H -2.03161 -1.23930 -0.02357
H -1.45546 -0.17186 1.22182
H 0.59435 -0.08528 -0.56346
H -0.22420 -2.84311 0.17564
H 1.43713 -2.26282 -0.23901
H -0.76714 -1.89657 -2.14827
H 0.18795 -3.45330 -2.00878
H 0.29111 -2.91245 -4.11600
H 2.01150 -2.91690 -4.48529
H 1.26875 -1.44049 -4.59196
C 1.36488 3.67744 -2.12487
O 1.63630 2.50031 -1.33340
C 2.79374 1.82473 -1.72650
C 3.15494 0.78262 -0.56900
N 3.76024 1.64185 0.42754
C 3.68032 1.15483 1.82168
C 2.29105 1.41677 2.46900
O 2.23168 0.62461 3.69993
C 0.99874 0.81954 4.38264
H 1.64983 3.74099 -3.17505
H 1.89345 4.46533 -1.58828
H 0.30160 3.86588 -1.97643
H 3.68039 2.40700 -1.97732
H 2.63409 1.27104 -2.65172
H 3.87598 0.05618 -0.94384
H 2.21999 0.26625 -0.35148
H 3.52118 2.62263 0.39549
H 4.20239 1.77362 2.55149
H 3.87598 0.09161 1.96081
H 1.52765 1.14807 1.73886
H 2.25302 2.47944 2.70851
H 0.91115 1.84273 4.74802
H 0.99169 0.20272 5.28128
H 0.21498 0.37476 3.76947
O 4.56777 -3.73700 -4.98590
C 5.22281 -3.76911 -3.79853
C 6.75388 -4.09367 -4.08665
O 7.56169 -3.78101 -2.98585
H 4.49761 -4.63494 -5.31812
H 5.08043 -2.77683 -3.37050
H 4.82109 -4.48495 -3.08139
H 7.09018 -3.44915 -4.89880
H 6.97357 -5.15999 -4.13971
H 7.82284 -2.86476 -3.10373
O -4.86356 -1.24293 3.99116
C -4.86628 -0.20298 4.96343
C -3.85489 0.93054 4.51536
O -2.54028 0.34041 4.41610
H -4.25440 -1.86072 4.40208
H -5.90639 0.11541 5.03341
H -4.42709 -0.67704 5.84120
H -4.13680 1.77108 5.14953
H -4.13594 1.27851 3.52136
H -2.69947 -0.44064 3.88110



--- 2 ---
140
Properties=species:S:1:pos:R:3 method="wB97M-V/def2-TZVPD" smiles=COCCNCCOC.COCCNCCOC.COCCNCCOC.COCCNCCOC.COCCNCCOC.OCCO.OCCO
C -29.97378 -13.38392 -6.40111
O -29.79684 -12.47746 -7.50277
C -28.49798 -12.52287 -8.03027
C -28.27491 -11.34850 -8.92589
N -28.35901 -9.96777 -8.28824
C -27.37676 -9.69341 -7.20527
C -27.90782 -10.05233 -5.79626
O -28.85116 -9.04923 -5.49917
C -29.17617 -9.05760 -4.11626
H -29.27045 -13.27742 -5.58352
H -29.97723 -14.38220 -6.76692
H -30.93501 -13.14479 -5.92010
H -28.37366 -13.46951 -8.61891
H -27.71672 -12.56061 -7.21120
H -29.02673 -11.39362 -9.71848
H -27.27679 -11.54076 -9.37898
H -29.32144 -9.82198 -8.03265
H -27.21233 -8.60496 -7.20059
H -26.40685 -10.09487 -7.53246
H -27.05897 -10.13012 -5.09890
H -28.36867 -11.02234 -5.73821
H -28.41876 -8.46146 -3.54797
H -29.44251 -10.02596 -3.74973
H -30.12397 -8.50193 -4.13044
C -27.43755 -6.23089 -4.69845
O -27.43439 -5.99965 -3.28265
C -28.25988 -4.95039 -2.84703
C -27.93110 -4.73160 -1.44391
N -26.50913 -4.46151 -1.20754
C -26.17360 -3.11335 -0.60494
C -26.89143 -2.72132 0.63536
O -26.96383 -3.73687 1.60215
C -27.39594 -3.24955 2.85012
H -28.45132 -6.62003 -4.98024
H -26.77934 -7.03051 -4.99625
H -27.05868 -5.35925 -5.31693
H -29.31315 -5.09539 -2.88247
H -28.11413 -4.00544 -3.43397
H -28.15850 -5.62001 -0.87443
H -28.55170 -3.90187 -1.08160
H -26.01212 -5.13828 -0.65023
H -26.10336 -2.37590 -1.41689
H -25.09776 -3.13900 -0.37113
H -28.01454 -2.46335 0.35778
H -26.44629 -1.79599 0.99326
H -28.42018 -2.89797 2.90002
H -26.64171 -2.50309 3.28032
H -27.39993 -4.15902 3.45884
C -20.33687 -9.51369 -6.58672
O -21.53392 -9.63735 -5.79708
C -21.36421 -9.39999 -4.36556
C -22.70650 -9.72485 -3.75725
N -23.10121 -11.07891 -4.00657
C -24.00173 -11.32209 -5.16601
C -24.14332 -12.79998 -5.28786
O -24.79629 -13.16057 -4.07580
C -24.44610 -14.46405 -3.77908
H -20.35026 -8.54145 -7.05368
H -20.35862 -10.36112 -7.25276
H -19.42435 -9.57680 -6.01835
H -21.16592 -8.33379 -4.21302
H -20.56955 -9.95833 -4.00025
H -23.47399 -9.00858 -4.22112
H -22.75236 -9.53137 -2.71085
H -23.44892 -11.62038 -3.24632
H -23.67274 -10.88566 -6.08908
H -25.03637 -10.86681 -5.09395
H -23.12547 -13.20742 -5.32489
H -24.82058 -13.03144 -6.09270
H -24.94441 -15.17965 -4.38364
H -24.73883 -14.69215 -2.75623
H -23.39320 -14.57236 -3.77229
C -25.35849 1.72558 -4.50341
O -26.04550 0.88430 -5.40356
C -25.61160 -0.41985 -5.23791
C -26.61449 -1.31257 -5.98184
N -26.27124 -2.69077 -6.33490
C -25.06763 -2.72159 -7.15479
C -25.22080 -3.89912 -8.14519
O -24.11505 -4.18301 -8.97270
C -24.15601 -3.59200 -10.29765
H -26.15263 2.37640 -3.99532
H -24.57252 2.26564 -5.00196
H -24.92137 1.14924 -3.66568
H -25.57270 -0.71315 -4.18657
H -24.56202 -0.58106 -5.54053
H -26.88884 -0.82309 -6.91834
H -27.50670 -1.24488 -5.33836
H -26.07576 -3.22194 -5.49962
H -24.14138 -2.87348 -6.59140
H -24.95966 -1.81312 -7.69308
H -26.03463 -3.70407 -8.87289
H -25.41090 -4.78275 -7.53268
H -24.91203 -4.08557 -10.95725
H -23.19595 -3.69402 -10.82249
H -24.32728 -2.51406 -10.34634
C -29.28341 -2.53149 -8.87979
O -28.97765 -3.87510 -9.17182
C -29.06750 -4.72610 -8.06341
C -29.06456 -6.10945 -8.62850
N -27.76616 -6.37500 -9.32870
C -27.85153 -7.15273 -10.53557
C -26.49874 -7.87163 -10.67011
O -25.52205 -6.82602 -10.96098
C -24.44006 -7.29348 -11.70027
H -28.45771 -1.84965 -9.23204
H -29.40685 -2.25322 -7.79647
H -30.32275 -2.25365 -9.26444
H -29.98819 -4.52403 -7.56238
H -28.14488 -4.58310 -7.42218
H -29.81306 -6.16553 -9.44140
H -29.32879 -6.91902 -7.91844
H -27.33188 -5.52035 -9.56703
H -27.98669 -6.45359 -11.42229
H -28.67347 -7.89035 -10.48236
H -26.54669 -8.66713 -11.47877
H -26.21499 -8.44795 -9.78157
H -24.74403 -7.98656 -12.45580
H -23.68893 -7.72722 -10.99355
H -23.97150 -6.47253 -12.19030
O -24.78838 -6.61267 -2.51196
C -24.08353 -6.21392 -3.71606
C -23.86018 -4.73500 -3.69984
O -25.14186 -4.08208 -3.77292
H -25.66590 -6.17893 -2.60565
H -23.15238 -6.77689 -3.70429
H -24.63007 -6.45461 -4.63119
H -23.26367 -4.41277 -4.55159
H -23.30242 -4.46126 -2.79363
H -25.66649 -4.27163 -2.97068
O -25.66488 -6.83427 -7.14070
C -24.49017 -7.61016 -7.08532
C -23.19429 -6.82664 -7.23237
O -22.84035 -6.46399 -8.59999
H -26.23139 -6.86340 -7.94940
H -24.51333 -8.15734 -6.10454
H -24.45990 -8.41526 -7.87933
H -22.42710 -7.47116 -6.75318
H -23.21061 -5.89423 -6.64299
H -23.49596 -5.82539 -8.98902



If we sort the structures by their calculated energies, the order from most to least stable is 2, 1.